Computed, not measured: C21H14AsNNiO13S2 as an isolated structure, with the ωB97M-V functional and the def2-TZVPD basis.

Cartesian coordinates (Å):
Ni1 0.390 -0.283 1.334
O1 3.635 0.014 3.719
As1 2.786 -1.110 2.584
O2 1.211 -0.844 3.090
O3 2.573 0.132 1.059
C1 3.041 1.403 1.096
C2 4.404 1.669 1.148
C3 4.874 2.976 1.186
C4 3.977 4.033 1.146
C5 2.614 3.778 1.043
C6 2.138 2.475 1.005
S1 -0.424 2.608 2.043
O4 -0.735 1.200 2.416
O5 0.330 3.323 3.063
O6 0.833 2.178 0.806
H1 4.577 0.035 3.508
H2 5.092 0.831 1.150
H3 5.940 3.164 1.241
H4 4.332 5.055 1.181
H5 1.898 4.586 0.995
O7 -1.575 0.865 -1.880
C7 -1.825 0.320 -0.809
O8 -0.989 -0.253 -0.033
C8 -3.284 0.181 -0.391
C9 -4.280 0.432 -1.325
C10 -5.636 0.321 -1.003
C11 -5.930 -0.036 0.289
O9 -7.175 -0.204 0.864
C12 -6.924 -0.564 2.222
O10 -5.524 -0.604 2.433
C13 -4.943 -0.275 1.221
C14 -3.609 -0.183 0.922
H6 -3.968 0.724 -2.318
H7 -6.417 0.508 -1.728
H8 -7.351 -1.553 2.415
H9 -7.372 0.186 2.881
H10 -2.832 -0.349 1.654
O11 0.564 -5.296 -2.593
S2 1.648 -4.537 -2.016
O12 2.959 -5.141 -2.093
N1 1.307 -4.051 -0.520
C15 1.230 -2.727 -0.431
O13 1.029 -2.123 0.645
C16 1.457 -2.011 -1.744
C17 1.451 -0.656 -2.022
C18 1.697 -0.257 -3.331
C19 1.951 -1.189 -4.332
C20 1.961 -2.551 -4.050
C21 1.708 -2.926 -2.748
H11 1.232 0.072 -1.256
H12 1.666 0.797 -3.573
H13 2.133 -0.850 -5.346
H14 2.154 -3.289 -4.819

## Properties
HOMO energy (spin up / spin down): -3.2142 / -3.2059 eV
HOMO-LUMO gap (spin up / spin down): 7.3 / 7.3 eV
DFT total energy: -6382.182368 Eh
2S+1: 3
charge: -2

Mulliken population analysis, charges in e, atoms 1 to 6: Ni 1.262; O -0.658; As 0.529; O -0.536; O 0.125; C 0.248